# C45H120N8O13

A cluster of 11 separate species, C45H120N8O13 in total (the ωB97M-V functional and the def2-TZVPD basis, OMol25).

The geometry in XYZ format:
```
186
Properties=species:S:1:pos:R:3:lowdin_charge:R:1
C -1.96 -11.09 -42.44 -0.130
O -2.25 -11.41 -41.13 -0.208
C -3.44 -10.87 -40.57 -0.164
C -3.30 -9.34 -40.15 -0.421
C -2.01 -8.92 -39.41 -0.067
N -4.33 -8.92 -39.22 0.025
H -1.09 -11.68 -42.75 0.090
H -1.70 -10.04 -42.47 0.085
H -2.76 -11.42 -43.11 0.090
H -4.26 -10.94 -41.28 0.123
H -3.45 -11.44 -39.64 0.128
H -3.24 -8.79 -41.09 0.120
H -1.28 -8.88 -40.22 0.060
H -1.62 -9.76 -38.83 0.071
H -2.09 -8.03 -38.78 0.075
H -5.12 -8.44 -39.63 0.069
H -4.83 -9.78 -39.01 0.055
C -8.61 -6.95 -30.82 -0.063
O -7.39 -7.04 -30.04 -0.207
C -6.19 -6.55 -30.56 -0.255
C -5.03 -6.90 -29.78 -0.437
C -4.84 -8.45 -29.63 -0.060
N -5.21 -6.45 -28.41 0.031
H -9.43 -7.38 -30.24 0.089
H -8.54 -7.42 -31.80 0.081
H -8.73 -5.89 -31.02 0.081
H -6.06 -6.81 -31.61 0.130
H -6.35 -5.48 -30.45 0.126
H -4.00 -6.69 -30.09 0.142
H -5.34 -8.89 -28.77 0.073
H -3.80 -8.69 -29.38 0.065
H -5.06 -8.87 -30.61 0.074
H -6.15 -6.71 -28.14 0.067
H -5.24 -5.44 -28.47 0.066
C -3.52 -23.48 -27.81 -0.125
O -4.01 -22.68 -28.84 -0.197
C -5.44 -22.45 -28.85 -0.190
C -5.82 -21.43 -29.89 -0.460
C -4.80 -20.34 -30.14 -0.064
N -7.18 -20.89 -29.67 0.040
H -3.99 -24.41 -28.11 0.084
H -3.76 -23.28 -26.77 0.086
H -2.44 -23.56 -27.91 0.089
H -6.03 -23.36 -28.86 0.125
H -5.80 -22.03 -27.91 0.117
H -5.84 -22.06 -30.78 0.131
H -4.71 -20.09 -29.08 0.082
H -5.07 -19.51 -30.80 0.077
H -3.82 -20.63 -30.52 0.075
H -7.49 -20.36 -30.47 0.065
H -7.22 -20.20 -28.93 0.065
C -4.90 -18.00 -38.20 -0.119
O -3.78 -17.14 -38.47 -0.205
C -2.96 -17.76 -39.54 -0.155
C -1.77 -18.30 -38.77 -0.410
C -0.95 -17.08 -38.33 -0.097
N -0.75 -18.93 -39.68 0.016
H -4.76 -19.08 -38.22 0.082
H -5.43 -17.89 -39.14 0.079
H -5.48 -17.70 -37.33 0.088
H -3.50 -18.56 -40.04 0.119
H -2.52 -17.00 -40.18 0.122
H -1.96 -18.98 -37.94 0.142
H -0.81 -16.38 -39.15 0.078
H 0.03 -17.35 -37.95 0.080
H -1.48 -16.46 -37.60 0.074
H 0.02 -19.28 -39.14 0.062
H -0.42 -18.06 -40.07 0.045
C 6.97 -16.45 -36.55 -0.105
O 7.00 -17.84 -36.83 -0.181
C 6.85 -18.15 -38.20 -0.215
C 6.57 -19.61 -38.52 -0.488
C 6.81 -20.11 -39.89 -0.081
N 5.22 -19.95 -38.16 0.042
H 7.63 -15.80 -37.12 0.087
H 7.09 -16.22 -35.49 0.086
H 5.94 -16.17 -36.76 0.082
H 6.15 -17.49 -38.70 0.132
H 7.84 -18.05 -38.64 0.121
H 7.34 -20.15 -37.97 0.135
H 6.76 -21.19 -40.05 0.080
H 7.82 -19.80 -40.18 0.081
H 6.03 -19.74 -40.56 0.083
H 5.14 -19.82 -37.17 0.071
H 5.03 -20.94 -38.31 0.071
C -12.58 -11.58 -37.84 -0.134
O -11.33 -12.20 -37.92 -0.208
C -10.34 -11.64 -37.02 -0.181
C -9.06 -12.48 -37.07 -0.444
C -7.97 -11.89 -36.10 -0.055
N -8.49 -12.46 -38.36 0.036
H -12.58 -10.49 -37.90 0.086
H -13.04 -11.79 -36.88 0.079
H -13.24 -12.03 -38.58 0.090
H -10.14 -10.61 -37.34 0.127
H -10.90 -11.67 -36.08 0.124
H -9.43 -13.45 -36.75 0.133
H -6.93 -12.03 -36.40 0.065
H -7.89 -12.33 -35.11 0.063
H -8.07 -10.85 -35.82 0.068
H -7.74 -13.14 -38.39 0.079
H -9.19 -12.79 -39.02 0.074
C -2.08 -15.79 -24.32 -0.066
O -0.92 -16.13 -25.20 -0.205
C -1.07 -17.48 -25.67 -0.254
C 0.13 -17.79 -26.57 -0.189
N -0.07 -19.17 -27.05 -0.058
C 1.06 -19.77 -27.72 -0.239
C 1.47 -19.29 -29.08 -0.186
O 0.43 -18.50 -29.81 -0.192
C 0.69 -18.33 -31.21 -0.116
H -1.80 -14.77 -24.06 0.080
H -2.06 -16.46 -23.46 0.078
H -3.07 -15.79 -24.77 0.078
H -1.93 -17.49 -26.33 0.116
H -1.16 -18.23 -24.87 0.120
H 0.94 -17.75 -25.84 0.124
H 0.15 -17.03 -27.34 0.121
H -0.81 -19.21 -27.74 0.104
H 0.80 -20.80 -27.92 0.105
H 1.89 -19.90 -27.02 0.120
H 1.80 -20.12 -29.70 0.110
H 2.42 -18.77 -28.92 0.109
H -0.11 -17.66 -31.54 0.069
H 0.39 -19.22 -31.75 0.087
H 1.49 -17.71 -31.61 0.087
C 8.55 -13.42 -44.45 -0.096
O 7.42 -13.18 -43.58 -0.207
C 6.39 -14.16 -43.59 -0.196
C 5.09 -13.47 -43.12 -0.232
N 5.11 -13.22 -41.71 -0.091
C 4.18 -12.25 -41.16 -0.185
C 4.57 -12.10 -39.68 -0.189
O 5.88 -11.46 -39.55 -0.195
C 6.17 -10.70 -38.38 -0.124
H 8.20 -13.44 -45.48 0.078
H 9.08 -14.34 -44.23 0.081
H 9.28 -12.61 -44.41 0.082
H 6.57 -14.94 -42.85 0.125
H 6.23 -14.42 -44.64 0.117
H 4.31 -14.14 -43.48 0.107
H 4.78 -12.53 -43.57 0.111
H 6.04 -13.18 -41.32 0.110
H 3.14 -12.58 -41.20 0.120
H 4.44 -11.34 -41.70 0.117
H 4.46 -13.06 -39.19 0.111
H 3.85 -11.56 -39.06 0.109
H 7.23 -10.47 -38.27 0.077
H 6.04 -11.33 -37.50 0.085
H 5.80 -9.68 -38.34 0.084
C 0.82 -12.68 -33.22 -0.043
C -0.17 -12.76 -31.95 -0.432
C -1.59 -13.33 -32.27 -0.051
O 0.42 -13.52 -30.87 -0.076
H 1.88 -12.68 -32.96 0.067
H 0.64 -11.80 -33.84 0.063
H 0.62 -13.53 -33.87 0.060
H -0.17 -11.81 -31.41 0.124
H -2.21 -13.31 -31.37 0.080
H -1.52 -14.36 -32.60 0.068
H -1.92 -12.80 -33.16 0.076
H 0.22 -14.41 -31.15 0.063
C -0.08 -9.51 -25.35 -0.055
C 0.85 -8.29 -25.63 -0.464
C 1.50 -8.38 -27.04 -0.072
O 0.08 -7.11 -25.63 -0.060
H 0.40 -10.40 -25.77 0.070
H -1.12 -9.50 -25.68 0.075
H -0.15 -9.70 -24.28 0.069
H 1.69 -8.28 -24.94 0.134
H 2.11 -9.28 -27.02 0.070
H 2.09 -7.53 -27.38 0.074
H 0.77 -8.52 -27.85 0.073
H -0.64 -7.23 -26.25 0.085
C -9.85 -14.20 -25.68 -0.024
C -9.51 -14.71 -27.13 -0.545
C -8.48 -14.06 -27.95 -0.074
O -9.33 -16.07 -27.21 -0.023
H -8.93 -14.01 -25.13 0.076
H -10.39 -15.10 -25.41 0.068
H -10.47 -13.32 -25.51 0.077
H -10.45 -14.47 -27.63 0.124
H -7.44 -14.23 -27.65 0.083
H -8.53 -12.98 -28.11 0.081
H -8.57 -14.42 -28.98 0.080
H -9.53 -16.40 -26.33 0.077
```

Properties
Relative energy (zero: lowest compared OMol25 entry of this formula, charge and spin) (kcal/mol): 104.3
LUMO level (eV): 0.15
SMILES: COC[C@H](C)N.COC[C@H](C)N.COC[C@H](C)N.COC[C@H](C)N.COC[C@H](C)N.COC[C@H](C)N.COCCNCCOC.COCCNCCOC.CC(C)O.CC(C)O.CC(C)O
Gap between HOMO and LUMO (eV): 8.3